# 1
CHClF2OS2 | the ωB97M-V functional and the def2-TZVPD basis

orbital gap (spin up / spin down)	7.0187 / 6.7218	eV
2S+1	3
HOMO level (spin up / spin down)	-6.73 / -10.97	eV
DFT total energy	-42723.3116	eV
energy relative to the best compared isomer or geometry (same formula, charge and spin)	163.0	kJ/mol

Atoms and positions in Å:
C 1.016 0.026 -0.155
O -1.379 0.041 -1.267
F 1.148 -1.112 -0.900
F 1.240 1.109 -0.902
S -1.404 1.611 1.167
S -0.867 0.149 0.063
Cl -1.170 -1.631 1.156
H 1.417 -0.193 0.838

# 2
CHClFNO2 | the ωB97M-V functional and the def2-TZVPD basis

orbital gap (spin up / spin down)	7.1074 / 7.1058	eV
HOMO level (spin up / spin down)	-9.92 / -9.92	eV
DFT total energy	-21870.2923	eV
energy relative to the best compared isomer or geometry (same formula, charge and spin)	436.7	kJ/mol

Atoms and positions in Å:
C -0.170 1.228 -0.149
N 0.113 -0.008 -0.507
O 0.496 -0.498 -1.582
O 0.026 -1.354 0.894
F -0.615 1.581 1.044
Cl 0.207 -3.041 1.066
H -0.058 2.091 -0.766

# 3
CHClNO2S | the ωB97M-V functional and the def2-TZVPD basis

orbital gap	10.7374	eV
charge	+1
HOMO level	-17.02	eV
DFT total energy	-29986.0738	eV
energy relative to the best compared isomer or geometry (same formula, charge and spin)	0.0	kJ/mol

Atoms and positions in Å:
C 2.304 -0.499 0.019
N 1.174 -0.686 -0.028
O -3.080 1.583 0.168
O -1.338 -0.022 -0.232
S -2.786 0.259 -0.017
Cl 3.884 -0.192 -0.019
H -0.159 -0.443 0.110